(1)
{
  "formula": "C9H16BNO",
  "method": "wB97M-V/def2-TZVPD",
  "symbols": ["B", "C", "C", "C", "C", "C", "C", "C", "C", "C", "N", "O", "H", "H", "H", "H", "H", "H", "H", "H", "H", "H", "H", "H", "H", "H", "H", "H"],
  "positions_angstrom": [[-1.319847, -1.270309, -2.095657], [0.933232, -0.068109, -0.854857], [1.094055, 0.769962, 0.242205], [2.445885, 0.978021, 0.364650], [-1.236835, -2.744992, -1.755673], [-2.294593, -0.347847, -2.867134], [2.955222, 1.836681, 1.469841], [-0.774075, -0.825690, 1.729424], [-0.043242, 1.519001, 0.826078], [-0.726170, 0.764891, 2.002186], [3.150340, 0.310104, -0.535506], [2.145193, -0.357063, -1.244575], [-0.695151, -2.734769, -0.801543], [-0.523794, -3.373658, -2.448041], [-2.076112, -3.433259, -1.544437], [-2.324940, 0.731229, -2.602817], [-3.270136, -0.862097, -2.621590], [-1.997516, -0.249087, -3.869881], [2.253443, 1.684146, 2.340263], [3.891038, 1.457201, 1.729349], [3.029294, 2.981884, 1.180154], [-0.996294, -0.878672, 0.765300], [0.253206, -1.126192, 2.020257], [-1.621503, -1.372865, 2.211807], [0.318951, 2.570142, 1.178570], [-0.791335, 1.812883, 0.120080], [-0.095149, 1.088829, 2.864105], [-1.683171, 1.139633, 2.197440]],
  "forces_ev_per_a": [[0.857, 1.010, -0.033], [-1.308, -0.158, 0.293], [-2.731, -0.078, -2.028], [0.738, 0.347, 0.111], [1.884, -1.895, 0.179], [-0.240, 0.364, 2.747], [-1.244, 1.882, -0.325], [0.678, 2.332, 4.871], [0.288, 1.622, 1.896], [1.899, -0.828, 0.151], [-0.772, 0.296, 1.014], [1.239, -1.167, -1.879], [0.233, -0.165, -0.011], [-1.136, 1.512, 1.028], [-0.248, 0.893, -0.580], [-0.028, -0.782, 0.527], [0.624, 0.737, -0.984], [0.020, -0.703, -1.769], [0.837, 0.521, -0.823], [1.773, -0.160, 0.685], [-0.186, -2.359, 0.649], [-0.223, -0.645, -4.420], [-0.954, -0.712, -0.556], [0.986, 0.558, 0.396], [-0.480, -1.770, -0.233], [-0.376, -0.302, -0.968], [-0.570, -1.013, -0.094], [-1.561, 0.660, 0.158]],
  "mulliken_charge": [0.1084, -0.3003, 0.6063, 0.5952, -0.7529, -0.7924, -1.1233, -0.4933, -0.9410, -0.4915, -0.7670, -0.1333, 0.3070, 0.3049, 0.3890, 0.2801, 0.3045, 0.3558, 0.2375, 0.4571, 0.2240, -0.3927, 0.3304, 0.3849, 0.2662, 0.3626, 0.2432, 0.4306],
  "homo_lumo_gap_ev": 7.67,
  "total_charge": 0,
  "max_force_ev_per_a": 5.4,
  "e_above_lowest_kcal_mol": 135.6,
  "e_tot_ev": -13799.9164,
  "homo_energy_ev": -7.99
}

(2)
{
  "formula": "C22H38IrO3P2S",
  "method": "wB97M-V/def2-TZVPD",
  "symbols": ["P", "P", "C", "C", "H", "H", "H", "H", "C", "H", "H", "H", "C", "H", "H", "H", "C", "H", "H", "H", "C", "H", "H", "H", "Ir", "C", "C", "C", "C", "C", "C", "C", "C", "C", "H", "H", "H", "H", "H", "H", "H", "H", "H", "H", "H", "H", "H", "H", "H", "C", "C", "C", "C", "C", "C", "C", "S", "O", "O", "O", "H", "H", "H", "H", "H", "H", "H"],
  "positions_angstrom": [[0.293754, -1.842183, -4.500092], [0.694085, 1.825879, -4.442053], [0.002811, -0.552075, -5.784646], [1.079741, 0.534527, -5.695276], [-1.020690, -0.142958, -5.645640], [0.050499, -1.045932, -6.767613], [2.085170, 0.152191, -5.433934], [1.152133, 0.993318, -6.697573], [0.116745, 3.006241, -5.801336], [-0.090558, 3.988274, -5.376452], [-0.743523, 2.619737, -6.356028], [0.918807, 3.147142, -6.523180], [2.191915, 2.644927, -3.934626], [2.501124, 3.337074, -4.725766], [2.958299, 1.873541, -3.771666], [1.975213, 3.205794, -3.021844], [-0.404225, -3.203996, -5.526388], [-0.178465, -4.158348, -5.039981], [0.116542, -3.161728, -6.488409], [-1.485649, -3.104897, -5.691019], [2.038682, -2.260449, -4.500389], [2.649861, -1.381246, -4.266493], [2.294346, -2.661855, -5.493090], [2.192240, -3.050894, -3.753661], [2.065935, -0.189030, -0.386827], [-1.146047, 1.976114, -3.560720], [-2.321793, 1.856244, -4.317468], [-3.593247, 1.334177, -3.761816], [-3.552982, -0.066888, -3.077656], [-2.827984, -0.987034, -3.975794], [-1.536153, -1.374047, -3.597710], [-0.688722, -0.411415, -2.586471], [-0.891646, 1.100218, -2.313337], [3.233100, -1.603288, -0.915671], [-0.893493, 3.050204, -3.382529], [-2.459662, 2.684697, -5.030193], [-4.240715, 1.235960, -4.639750], [-4.131163, 1.994565, -3.046865], [-2.863097, 0.018050, -2.229763], [-4.519534, -0.510565, -2.728821], [-3.288671, -1.445734, -4.838284], [-1.532491, -2.381486, -3.136840], [0.391655, -0.428791, -2.875646], [-0.707823, -0.950186, -1.643121], [-1.613530, 1.288669, -1.507125], [0.003823, 1.481751, -1.780498], [4.150772, -1.258484, -0.401922], [3.222881, -1.617894, -2.000774], [2.772116, -2.439471, -0.412248], [-0.387221, 2.328328, 7.536817], [-0.757508, 2.144009, 6.092170], [-1.752765, 1.223419, 5.713737], [-1.888512, 0.814464, 4.388644], [-0.981508, 1.325714, 3.399884], [-0.256530, 2.485806, 3.743830], [-0.111147, 2.835501, 5.063618], [0.200394, 1.355080, 0.912219], [-0.706919, 0.580493, 2.291049], [0.141720, 0.219837, -0.107837], [1.694440, 1.111474, 1.106409], [-1.233946, 2.649277, 8.149828], [-0.032279, 1.383129, 7.957106], [0.425602, 3.049164, 7.629887], [-2.381037, 0.792170, 6.508142], [-2.640666, 0.070065, 4.103543], [0.246708, 3.077613, 2.967540], [0.544788, 3.667641, 5.366202]],
  "forces_ev_per_a": [[-3.700, -1.163, -4.444], [-2.440, 1.647, -4.561], [0.875, 0.329, 0.203], [0.420, -0.466, -0.105], [0.671, -0.211, -0.189], [0.016, 0.258, 0.331], [-0.516, -0.069, -0.367], [0.184, 0.180, 0.719], [0.478, 0.114, 0.504], [-0.273, 0.034, -0.016], [0.100, 0.010, 0.309], [0.163, -0.057, 0.065], [0.365, -0.161, 0.875], [-0.102, -0.217, 0.144], [-0.102, 0.431, 0.243], [0.401, -0.026, 0.040], [0.705, -0.316, 0.315], [-0.245, -0.065, -0.212], [-0.143, -0.310, 0.085], [0.363, 0.044, 0.175], [0.688, 0.040, 0.868], [0.035, -0.435, 0.087], [-0.232, 0.225, 0.194], [0.184, 0.248, -0.147], [1.048, 1.246, -1.165], [3.459, -0.538, 2.489], [-1.049, 1.463, -0.494], [-1.584, -1.145, -0.161], [1.162, 0.539, 0.109], [-0.027, -0.734, -1.184], [2.922, 0.151, 3.772], [-0.187, -0.027, 0.317], [-0.758, 0.710, 0.455], [0.963, -0.992, 0.424], [-0.374, -0.472, 0.236], [-0.066, -0.718, 0.028], [-0.306, 0.171, 0.215], [0.577, 0.212, -0.480], [-1.060, -0.033, 0.227], [0.621, 0.697, -0.586], [-0.380, -0.238, 0.042], [-0.376, 0.300, -0.218], [-0.489, -0.032, 0.199], [0.021, 0.262, 0.150], [-0.395, -0.133, -0.531], [-0.204, -0.353, -0.990], [0.183, -0.679, -0.556], [0.493, -0.384, -0.220], [0.569, -1.039, -0.258], [-0.044, 0.100, 0.008], [-0.400, -0.345, -0.505], [0.271, 0.187, 0.127], [0.682, -0.012, -1.100], [-0.333, 1.068, 2.646], [0.041, -0.790, -1.184], [0.053, 0.585, 1.356], [-0.417, -1.825, 2.440], [1.148, 0.675, -3.329], [-3.997, 0.025, 0.582], [-0.151, 2.475, 2.631], [0.088, 0.057, -0.090], [-0.030, 0.058, -0.070], [-0.120, 0.041, 0.097], [0.248, 0.086, -0.586], [0.504, 0.135, 0.136], [0.097, -0.391, 0.329], [-0.296, -0.424, -0.422]],
  "mulliken_spin": [0.3148, 0.1502, 0.0166, 0.0098, 0.0001, -0.0026, -0.0034, 0.0082, 0.0113, 0.0022, -0.0100, 0.0001, 0.0178, 0.0066, -0.0048, -0.0024, -0.0016, 0.0000, 0.0017, -0.0020, 0.0484, -0.0033, 0.0170, 0.0005, 2.6594, 0.0500, 0.5664, 0.1024, 0.0574, 0.4552, 0.0172, 0.0892, 0.0521, 0.0268, 0.0512, -0.0544, 0.0144, 0.0467, 0.0042, 0.0117, -0.0094, 0.0428, -0.0350, -0.0019, -0.0056, 0.0013, 0.0438, 0.0623, 0.0259, 0.0000, 0.0013, -0.0004, 0.0013, -0.0037, 0.0072, 0.0031, 0.0471, 0.0088, 0.0336, 0.0543, 0.0001, 0.0000, 0.0000, -0.0001, -0.0004, -0.0019, 0.0002],
  "s_squared": 8.8158,
  "homo_lumo_gap_ev": [4.66, 4.24],
  "total_charge": 2,
  "multiplicity": 6,
  "max_force_ev_per_a": 5.9,
  "e_above_lowest_kcal_mol": 95.6,
  "e_tot_ev": -61796.7423,
  "homo_energy_ev": [-11.89, -11.89]
}